# 1
A single C5H14N2 molecule in a non-equilibrium geometry. Source: OMol25; level of theory: the ωB97M-V functional and the def2-TZVPD basis.

Summary:
HOMO: -8.04 eV
electronic energy: -8390.8950 eV
SMILES string: CCCNCCN

Each line ends with the natural charge from an NBO analysis.
CARTESIAN COORDINATES (ANGSTROEM)
N: 0.5560 -0.0307 -3.3231  -0.862
C: 0.6025 1.0404 -2.3777  -0.222
C: -0.0981 0.6571 -1.0698  -0.214
N: 0.5318 -0.4883 -0.4147  -0.658
C: 0.3849 -0.8904 1.0277  -0.204
C: -0.7740 -0.1313 1.6655  -0.407
C: -0.9466 -0.6230 3.1429  -0.621
H: 0.3882 0.2370 -4.2791  0.370
H: 1.2148 -0.7863 -3.2351  0.374
H: 1.5990 1.4561 -2.1570  0.159
H: 0.0526 1.9396 -2.6650  0.201
H: -0.2635 1.4963 -0.3736  0.164
H: -1.1080 0.3471 -1.3429  0.181
H: 1.5241 -0.5698 -0.6019  0.347
H: 1.2790 -0.7684 1.6416  0.173
H: 0.2587 -1.9668 0.9085  0.188
H: -1.6733 -0.0113 1.0480  0.209
H: -0.4841 0.9155 1.7826  0.195
H: -1.9270 -0.2289 3.4280  0.208
H: -0.2718 0.0401 3.6845  0.203
H: -0.8452 -1.6340 3.5106  0.215

# 2
A molecular structure, C27H39BCoN6S3. Source: OMol25; level of theory: the ωB97M-V functional and the def2-TZVPD basis.

Summary:
net charge: +1
HOMO (alpha / beta): -9.40 / -10.87 eV
spin multiplicity: 5
electronic energy: -108379.3046 eV

Each line ends with the Löwdin spin population.
CARTESIAN COORDINATES (ANGSTROEM)
Co: -0.2443 -0.0209 -0.2474  2.617
C: -4.1461 -1.0457 3.2138  0.000
C: -2.8897 -0.6168 3.9742  0.000
C: -3.2459 -0.0494 5.3526  0.000
C: -1.9895 -1.8275 4.1977  0.004
N: -2.2503 0.4905 3.1867  0.004
C: -2.8254 1.7472 3.2010  0.005
C: -2.0828 2.5472 2.4187  0.006
N: -1.0489 1.8050 1.8896  0.014
B: 0.1443 2.6090 1.2169  0.044
N: 1.5244 1.8868 1.3710  0.012
C: 2.2462 2.1607 2.5137  0.004
C: 3.4619 1.5987 2.3982  0.002
N: 3.5124 0.9680 1.1703  0.005
C: 2.3111 1.1409 0.5633  0.012
S: 1.8341 0.4521 -0.9506  0.093
C: 4.7023 0.2064 0.6752  0.001
C: 5.8450 0.3808 1.6727  0.000
C: 4.3507 -1.2808 0.5837  0.001
C: 5.1612 0.7595 -0.6762  0.002
N: -0.2671 2.7710 -1.6419  0.033
C: 0.3346 3.3351 -2.7434  0.015
C: -0.2022 2.7744 -3.8420  0.006
N: -1.1648 1.8792 -3.4347  0.007
C: -1.1905 1.8780 -2.0756  0.016
S: -2.1330 0.8522 -1.0520  0.059
C: -1.9924 1.0755 -4.3930  0.001
C: -1.6908 1.5611 -5.8093  0.000
C: -1.5923 -0.3954 -4.2699  0.001
C: -3.4864 1.3016 -4.1432  0.001
C: -1.1727 0.5393 2.3594  0.017
S: -0.1743 -0.7884 1.8597  0.107
H: -4.6836 -1.8030 3.7840  0.000
H: -3.8729 -1.4679 2.2453  0.000
H: -4.8146 -0.2010 3.0427  0.000
H: -3.5748 -0.8618 5.9984  0.000
H: -4.0519 0.6820 5.3155  0.000
H: -2.3717 0.4150 5.8109  0.000
H: -2.5030 -2.5041 4.8803  0.000
H: -1.0409 -1.5429 4.6542  0.001
H: -1.7921 -2.3696 3.2806  0.002
H: -3.7039 1.9766 3.7728  0.000
H: -2.1995 3.5927 2.2021  0.002
H: 0.2376 3.5547 1.9464  0.003
H: 1.8346 2.7427 3.3182  0.000
H: 4.2809 1.6065 3.0901  0.000
H: 5.6112 -0.0675 2.6390  0.000
H: 6.1031 1.4314 1.8113  0.000
H: 6.7223 -0.1293 1.2795  0.000
H: 3.9996 -1.6517 1.5479  0.000
H: 5.2404 -1.8442 0.3027  0.000
H: 3.5828 -1.4612 -0.1639  0.001
H: 5.4170 1.8174 -0.5951  0.000
H: 4.4003 0.6397 -1.4408  0.002
H: 6.0479 0.2134 -0.9966  0.000
H: 1.0924 4.0908 -2.6623  0.005
H: 0.0391 2.9403 -4.8744  0.000
H: -0.6719 1.3279 -6.1206  0.000
H: -1.8712 2.6321 -5.9124  0.000
H: -2.3661 1.0471 -6.4905  0.000
H: -0.5256 -0.5134 -4.4684  0.000
H: -2.1458 -0.9863 -4.9994  0.000
H: -1.8100 -0.7841 -3.2767  0.001
H: -3.7115 2.3698 -4.1593  0.000
H: -3.8192 0.8857 -3.2010  0.001
H: -4.0606 0.8242 -4.9367  0.000
C: -0.0508 6.2509 0.3276  0.315
C: -1.2853 5.5818 0.2064  0.014
C: -1.3437 4.2629 -0.1058  0.227
C: -0.1153 3.4143 -0.2786  0.069
C: 1.1342 4.2474 -0.3139  0.226
C: 1.1403 5.5586 0.0345  0.011
H: -0.0228 7.2988 0.5890  0.019
H: -2.2035 6.1409 0.3413  -0.006
H: -2.2945 3.7584 -0.2340  0.010
H: 2.0626 3.7293 -0.5264  0.009
H: 2.0810 6.0942 0.0744  -0.006

# 3
6 unconnected molecules or ions with the total composition C8H22O5 in a non-equilibrium geometry. Source: OMol25; level of theory: the ωB97M-V functional and the def2-TZVPD basis.

Summary:
HOMO: -8.69 eV
electronic energy: -18885.4287 eV
SMILES string: C=C(C)/C=C/C=C/C.O.O.O.O.O

Each line ends with the natural charge from an NBO analysis.
CARTESIAN COORDINATES (ANGSTROEM)
C: -3.1990 -0.0985 2.2684  -0.637
C: -1.8247 0.5628 1.9672  -0.002
C: -1.8337 1.9101 1.6957  -0.384
C: -0.2434 -0.4489 0.5818  -0.200
C: -0.6751 -0.3134 1.8622  -0.228
C: 3.3368 -1.4412 -0.3755  -0.669
C: 1.9872 -0.7851 -0.4328  -0.256
C: 1.0466 -1.1030 0.4317  -0.171
H: -3.2754 0.0390 3.2741  0.219
H: -3.3237 -1.1296 1.8504  0.194
H: -4.2312 0.2392 1.7692  0.212
H: -0.8978 2.3398 1.8789  0.188
H: -2.6979 2.4160 1.5459  0.200
H: -0.8046 -0.0221 -0.1720  0.225
H: -0.0461 -0.6817 2.6908  0.220
H: 3.4016 -2.5525 -0.2681  0.221
H: 3.9423 -1.4538 -1.2644  0.217
H: 3.9799 -1.0397 0.4649  0.214
H: 1.9651 0.0180 -1.0357  0.199
H: 1.1974 -1.9526 1.1793  0.220
H: 3.3065 1.3805 -1.5078  0.474
H: 2.9051 2.5333 -2.5171  0.486
O: 2.6463 1.7372 -2.1313  -0.951
H: -4.3904 -1.0436 -1.2974  0.485
H: -4.4687 -1.0468 0.4659  0.490
O: -4.0878 -0.6381 -0.4759  -0.976
H: 1.6769 2.4469 1.0500  0.463
H: 2.6049 2.1640 0.0012  0.451
O: 2.1741 2.9180 0.3968  -0.917
H: -0.8338 -2.8633 -0.5948  0.483
H: 0.6708 -3.2897 -0.9579  0.480
O: -0.0763 -3.4245 -0.3925  -0.950
H: 0.7002 1.8802 -3.7002  0.478
H: -0.4092 0.8988 -4.1648  0.466
O: -0.2228 1.8443 -4.0858  -0.944

Q: Among the records above, which one has the lowest electronic energy?
A: C27H39BCoN6S3

Q: Look up the electronic energy of the second one.
A: -108379.3046 eV